# 1
{
  "formula": "C21H26F3NO9P",
  "method": "ωB97M-V with the def2-TZVPD basis set",
  "orbital_gap_ev": 1.628,
  "total_energy_ha": -2187.9224,
  "max_force_ev_per_a": 8.940,
  "total_charge": -3,
  "lumo_energy_ha": 0.16429,
  "symbols": ["C", "O", "C", "C", "C", "C", "C", "C", "C", "C", "C", "C", "C", "C", "C", "C", "O", "O", "C", "C", "C", "C", "O", "N", "C", "F", "F", "F", "C", "O", "H", "H", "H", "H", "H", "H", "H", "H", "H", "H", "H", "H", "H", "H", "H", "H", "H", "H", "H", "H", "H", "H", "H", "H", "H", "H", "O", "P", "O", "O", "O"],
  "positions_angstrom": [[1.577, -2.416, 2.035], [0.108, -2.296, 2.158], [-0.496, -1.699, 0.954], [-1.782, -0.768, 1.477], [-3.178, -1.162, 0.692], [-3.174, -0.643, -0.895], [-4.573, 0.163, -1.212], [-4.344, 1.530, -2.129], [-4.085, 2.884, -1.241], [-2.533, 3.087, -0.731], [-1.446, 3.210, -1.956], [0.007, 2.624, -1.433], [0.465, 2.599, 0.175], [1.939, 1.975, 0.661], [2.460, 1.927, 2.216], [1.311, 1.494, 3.306], [1.488, 0.421, 4.119], [0.062, 2.255, 3.494], [2.888, 1.382, -0.538], [2.457, 1.428, -2.118], [1.026, 2.045, -2.626], [3.716, 0.735, -2.904], [4.196, 0.859, -4.143], [4.374, -0.159, -1.831], [3.878, -1.585, -1.760], [4.239, -2.243, -3.070], [4.540, -2.393, -0.683], [2.398, -1.716, -1.628], [4.357, 0.651, -0.532], [5.307, 0.792, 0.396], [1.912, -3.338, 2.704], [1.909, -2.649, 0.935], [2.169, -1.487, 2.459], [-0.873, -2.485, 0.165], [0.246, -0.932, 0.421], [-1.532, 0.372, 1.249], [-1.879, -0.938, 2.649], [-4.056, -0.640, 1.309], [-3.363, -2.321, 0.779], [-3.142, -1.645, -1.540], [-2.204, -0.004, -1.122], [-5.219, 0.364, -0.249], [-5.226, -0.566, -1.889], [-5.380, 1.695, -2.694], [-3.551, 1.337, -2.978], [-4.506, 3.832, -1.819], [-4.750, 2.780, -0.266], [-2.308, 2.211, 0.024], [-2.492, 4.121, -0.136], [-1.737, 2.546, -2.903], [-1.331, 4.320, -2.369], [-0.281, 3.045, 0.969], [2.797, 3.039, 2.489], [3.401, 1.241, 2.366], [-0.665, 1.777, 2.995], [0.776, 2.063, -3.769], [4.082, -7.218, 1.432], [2.820, -6.544, 1.994], [2.660, -6.912, 3.478], [1.589, -7.026, 1.210], [2.950, -5.018, 1.856]]
}

=====

# 2
{
  "formula": "C21H26IrN2O3S3",
  "method": "ωB97M-V with the def2-TZVPD basis set",
  "e_above_lowest_kcal_mol": 84.5,
  "orbital_gap_ev": [5.257, 5.253],
  "total_energy_ha": -2449.6084,
  "max_force_ev_per_a": 5.585,
  "total_charge": 1,
  "lumo_energy_ha": [-0.16496, -0.16459],
  "symbols": ["Ir", "O", "C", "C", "C", "C", "C", "C", "C", "N", "N", "C", "O", "C", "C", "C", "C", "C", "C", "H", "H", "H", "H", "H", "H", "H", "H", "H", "H", "C", "C", "S", "C", "C", "S", "C", "C", "S", "H", "H", "H", "H", "H", "H", "H", "H", "H", "H", "H", "H", "C", "O", "H", "H", "H", "H"],
  "positions_angstrom": [[-0.758, 0.246, 0.036], [-0.077, -0.376, -2.046], [1.042, -0.459, -2.630], [1.102, -0.454, -4.061], [2.279, -0.612, -4.730], [3.492, -0.767, -4.034], [3.493, -0.745, -2.668], [2.305, -0.570, -1.928], [2.424, -0.488, -0.529], [1.493, -0.210, 0.347], [1.889, -0.206, 1.604], [0.972, 0.088, 2.526], [-0.173, 0.507, 2.229], [1.376, -0.152, 3.916], [2.701, -0.450, 4.243], [3.031, -0.736, 5.554], [2.053, -0.738, 6.539], [0.737, -0.447, 6.212], [0.395, -0.156, 4.907], [0.172, -0.354, -4.602], [2.288, -0.627, -5.809], [4.413, -0.894, -4.580], [4.421, -0.841, -2.124], [3.420, -0.654, -0.118], [3.451, -0.438, 3.466], [4.054, -0.960, 5.817], [2.314, -0.968, 7.562], [-0.031, -0.450, 6.970], [-0.622, 0.066, 4.621], [-4.090, 2.116, 0.745], [-4.456, 0.938, -0.142], [-3.136, 0.269, -1.228], [-2.834, 1.578, -2.464], [-2.112, 2.840, -2.016], [-0.466, 2.542, -1.240], [-0.476, 3.568, 0.284], [-1.712, 3.574, 1.165], [-2.442, 1.939, 1.556], [-4.825, 2.184, 1.550], [-4.111, 3.051, 0.190], [-5.310, 1.199, -0.771], [-4.729, 0.079, 0.471], [-3.801, 1.841, -2.896], [-2.234, 1.057, -3.211], [-2.708, 3.428, -1.326], [-1.908, 3.452, -2.898], [-0.243, 4.589, -0.019], [0.373, 3.155, 0.828], [-2.498, 4.195, 0.743], [-1.426, 4.001, 2.126], [-0.366, -3.144, 0.175], [-1.206, -2.109, 0.676], [-0.423, -3.201, -0.915], [-0.654, -4.106, 0.604], [0.653, -2.912, 0.475], [-2.110, -2.304, 0.404]]
}

=====

# 3
{
  "formula": "C21H26N",
  "method": "ωB97M-V with the def2-TZVPD basis set",
  "e_above_lowest_kcal_mol": 65.7,
  "orbital_gap_ev": 8.266,
  "total_energy_ha": -870.2758,
  "max_force_ev_per_a": 1.035,
  "total_charge": 1,
  "lumo_energy_ha": -0.10302,
  "symbols": ["C", "N", "C", "C", "C", "C", "C", "C", "C", "C", "C", "C", "C", "C", "C", "C", "C", "C", "C", "C", "C", "C", "H", "H", "H", "H", "H", "H", "H", "H", "H", "H", "H", "H", "H", "H", "H", "H", "H", "H", "H", "H", "H", "H", "H", "H", "H", "H"],
  "positions_angstrom": [[1.525, 3.813, -0.869], [1.701, 2.519, -0.192], [0.615, 2.283, 0.806], [0.907, 1.128, 1.710], [0.053, 0.118, 1.894], [-1.184, -0.004, 1.238], [-2.255, -0.116, 0.696], [-3.545, -0.274, 0.047], [-3.394, 0.024, -1.451], [-4.536, 0.711, 0.682], [-4.028, -1.714, 0.255], [1.822, 1.400, -1.174], [2.446, 0.182, -0.538], [3.704, 0.327, 0.002], [4.346, -0.731, 0.655], [3.721, -1.941, 0.756], [2.448, -2.146, 0.186], [1.819, -3.406, 0.270], [0.597, -3.620, -0.299], [-0.043, -2.577, -0.983], [0.533, -1.341, -1.073], [1.791, -1.077, -0.489], [1.482, 4.621, -0.141], [2.354, 4.002, -1.550], [0.597, 3.803, -1.439], [2.585, 2.532, 0.335], [-0.322, 2.104, 0.272], [0.513, 3.198, 1.398], [1.830, 1.170, 2.268], [0.294, -0.675, 2.588], [-4.352, -0.103, -1.948], [-3.059, 1.047, -1.610], [-2.677, -0.655, -1.908], [-5.513, 0.598, 0.219], [-4.204, 1.738, 0.545], [-4.633, 0.520, 1.748], [-4.993, -1.854, -0.226], [-4.134, -1.931, 1.315], [-3.320, -2.422, -0.170], [0.830, 1.194, -1.570], [2.458, 1.745, -1.994], [4.229, 1.271, -0.081], [5.330, -0.579, 1.070], [4.199, -2.764, 1.263], [2.331, -4.202, 0.790], [0.123, -4.587, -0.236], [-1.000, -2.760, -1.448], [0.008, -0.571, -1.616]]
}

=====

# 4
{
  "formula": "C21H26N2O",
  "method": "ωB97M-V with the def2-TZVPD basis set",
  "e_above_lowest_kcal_mol": 11.5,
  "orbital_gap_ev": 8.877,
  "total_energy_ha": -1000.5798,
  "max_force_ev_per_a": 0.566,
  "lumo_energy_ha": 0.02667,
  "symbols": ["C", "N", "C", "C", "C", "N", "C", "O", "C", "C", "C", "C", "C", "C", "C", "C", "C", "C", "C", "C", "C", "C", "C", "C", "H", "H", "H", "H", "H", "H", "H", "H", "H", "H", "H", "H", "H", "H", "H", "H", "H", "H", "H", "H", "H", "H", "H", "H", "H", "H"],
  "positions_angstrom": [[4.638, 0.509, 1.216], [3.525, -0.273, 0.734], [2.260, 0.009, 1.368], [1.773, 1.473, 1.383], [1.493, 2.098, -0.005], [1.624, 1.183, -1.112], [0.627, 0.618, -1.834], [0.877, -0.119, -2.772], [-0.816, 0.946, -1.480], [-1.305, 0.294, -0.174], [-1.031, -1.188, -0.071], [-0.920, -2.025, -1.173], [-0.689, -3.380, -1.004], [-0.577, -3.921, 0.264], [-0.698, -3.097, 1.370], [-0.924, -1.744, 1.201], [-2.790, 0.558, -0.028], [-3.242, 1.555, 0.826], [-4.595, 1.820, 0.949], [-5.513, 1.089, 0.217], [-5.071, 0.092, -0.637], [-3.719, -0.170, -0.759], [2.984, 0.823, -1.472], [3.459, -0.420, -0.700], [4.624, 1.564, 0.907], [5.562, 0.061, 0.849], [4.646, 0.470, 2.305], [1.508, -0.622, 0.890], [2.344, -0.308, 2.415], [0.864, 1.494, 1.987], [2.513, 2.082, 1.905], [2.204, 2.915, -0.178], [0.497, 2.538, -0.017], [-0.959, 2.027, -1.414], [-1.424, 0.588, -2.313], [-0.802, 0.778, 0.668], [-0.983, -1.628, -2.174], [-0.594, -4.014, -1.873], [-0.396, -4.978, 0.391], [-0.614, -3.508, 2.366], [-1.019, -1.105, 2.069], [-2.531, 2.130, 1.404], [-4.931, 2.598, 1.619], [-6.570, 1.294, 0.313], [-5.784, -0.484, -1.209], [-3.382, -0.955, -1.420], [2.999, 0.599, -2.541], [3.638, 1.674, -1.272], [2.768, -1.238, -0.922], [4.451, -0.702, -1.060]]
}

=====

# 5
{
  "formula": "C21H26N2O2",
  "method": "ωB97M-V with the def2-TZVPD basis set",
  "e_above_lowest_kcal_mol": 44.4,
  "orbital_gap_ev": 8.840,
  "total_energy_ha": -1075.8169,
  "max_force_ev_per_a": 0.544,
  "lumo_energy_ha": 0.02269,
  "symbols": ["C", "O", "C", "C", "C", "C", "C", "C", "N", "C", "O", "C", "C", "C", "C", "C", "C", "C", "N", "C", "C", "C", "C", "C", "C", "H", "H", "H", "H", "H", "H", "H", "H", "H", "H", "H", "H", "H", "H", "H", "H", "H", "H", "H", "H", "H", "H", "H", "H", "H", "H"],
  "positions_angstrom": [[-1.238, -0.229, -4.674], [-0.725, -1.176, -3.771], [-0.787, -0.905, -2.438], [-1.335, 0.241, -1.877], [-1.334, 0.411, -0.502], [-0.794, -0.543, 0.349], [-0.768, -0.390, 1.856], [-0.420, 1.054, 2.284], [0.648, 1.613, 1.485], [1.894, 1.075, 1.481], [2.247, 0.217, 2.263], [2.783, 1.688, 0.443], [2.932, 3.070, 0.418], [3.755, 3.673, -0.516], [4.427, 2.891, -1.439], [4.277, 1.515, -1.418], [3.464, 0.891, -0.481], [3.296, -0.595, -0.485], [-1.969, -0.813, 2.566], [-3.246, -0.359, 2.044], [-3.770, -1.453, 1.089], [-3.006, -2.716, 1.511], [-2.148, -2.248, 2.703], [-0.241, -1.685, -0.227], [-0.240, -1.871, -1.592], [-0.711, 0.728, -4.597], [-1.076, -0.648, -5.666], [-2.310, -0.066, -4.523], [-1.765, 1.013, -2.497], [-1.770, 1.316, -0.104], [0.044, -1.020, 2.232], [-0.095, 1.023, 3.327], [-1.289, 1.707, 2.213], [0.392, 2.199, 0.706], [2.413, 3.673, 1.150], [3.872, 4.747, -0.522], [5.071, 3.351, -2.174], [4.805, 0.910, -2.141], [3.359, -0.983, 0.528], [4.058, -1.068, -1.100], [2.315, -0.860, -0.882], [-3.925, -0.257, 2.898], [-3.161, 0.612, 1.562], [-3.550, -1.194, 0.054], [-4.848, -1.572, 1.188], [-3.674, -3.525, 1.800], [-2.372, -3.070, 0.699], [-2.693, -2.418, 3.638], [-1.190, -2.761, 2.767], [0.207, -2.435, 0.409], [0.191, -2.756, -2.035]]
}

=====

# 6
{
  "formula": "C21H26N2O4S",
  "method": "ωB97M-V with the def2-TZVPD basis set",
  "e_above_lowest_kcal_mol": 456.1,
  "orbital_gap_ev": 8.132,
  "total_energy_ha": -1623.7829,
  "max_force_ev_per_a": 16.826,
  "lumo_energy_ha": -0.02418,
  "symbols": ["C", "H", "O", "C", "C", "C", "C", "C", "C", "H", "H", "C", "O", "N", "C", "C", "C", "C", "C", "C", "H", "S", "O", "O", "N", "C", "C", "C", "C", "H", "C", "H", "H", "C", "H", "H", "H", "H", "H", "H", "H", "H", "H", "C", "H", "H", "H", "H", "H", "H", "H", "H", "H", "H"],
  "positions_angstrom": [[-4.076, 2.202, 1.247], [-4.332, 2.770, 2.079], [-3.398, 0.986, 1.354], [-2.329, 0.954, 2.137], [-1.868, -0.155, 2.280], [-0.672, -0.577, 3.018], [-0.074, 0.414, 3.628], [-0.377, 1.880, 3.456], [-1.570, 2.069, 2.815], [-2.069, 3.020, 2.666], [0.244, 2.507, 3.957], [1.498, 0.357, 4.384], [1.435, 0.944, 5.371], [2.366, -0.591, 3.697], [2.485, -0.800, 2.396], [3.051, -2.202, 2.189], [3.138, -2.499, 0.778], [2.740, -1.827, -0.224], [2.274, -0.586, -0.082], [1.972, -0.285, 1.360], [1.522, 0.872, 1.519], [1.582, 0.320, -1.144], [2.709, 0.696, -2.169], [0.891, 1.434, -0.550], [0.728, -0.318, -2.096], [-0.730, -0.796, -1.468], [-1.903, 0.451, -1.250], [-2.177, 0.808, -2.609], [-1.361, 1.140, -3.526], [-1.832, 1.782, -4.412], [-0.546, -0.010, -4.292], [-1.401, -0.655, -4.344], [-0.306, 0.203, -5.315], [0.438, -0.495, -3.491], [0.621, -1.599, -3.757], [1.610, -0.145, -3.841], [-0.425, 1.976, -3.184], [-3.085, -0.173, -2.959], [-2.921, 1.691, -2.338], [-2.461, -0.079, -0.465], [-1.346, 1.081, -0.840], [-1.244, -1.877, -1.751], [-0.506, -1.127, -0.278], [2.879, -2.198, -1.620], [3.905, -2.929, -1.633], [3.194, -1.354, -2.464], [1.978, -2.684, -2.127], [3.689, -3.414, 0.486], [3.650, -2.643, 2.887], [3.095, -0.858, 4.481], [-0.110, -1.546, 3.012], [-2.257, -1.164, 1.850], [-4.846, 2.167, 0.502], [-3.469, 2.866, 0.678]]
}

=====

# 7
{
  "formula": "C21H26N2O5",
  "method": "ωB97M-V with the def2-TZVPD basis set",
  "e_above_lowest_kcal_mol": 21.2,
  "orbital_gap_ev": 8.676,
  "total_energy_ha": -1301.5961,
  "max_force_ev_per_a": 0.927,
  "lumo_energy_ha": 0.00392,
  "symbols": ["C", "C", "C", "C", "C", "C", "C", "O", "O", "C", "C", "C", "O", "C", "C", "O", "N", "C", "C", "C", "C", "N", "O", "C", "C", "C", "C", "C", "H", "H", "H", "H", "H", "H", "H", "H", "H", "H", "H", "H", "H", "H", "H", "H", "H", "H", "H", "H", "H", "H", "H", "H", "H", "H"],
  "positions_angstrom": [[5.467, 3.648, -1.935], [5.605, 2.533, -0.906], [4.660, 2.743, 0.275], [4.798, 1.642, 1.338], [4.340, 0.314, 0.818], [5.232, -0.620, 0.417], [4.845, -1.899, -0.137], [5.602, -2.756, -0.520], [3.497, -2.140, -0.237], [2.579, -1.237, 0.167], [1.245, -1.613, 0.022], [0.240, -0.745, 0.411], [-1.086, -0.998, 0.313], [-1.505, -2.249, -0.200], [-3.035, -2.337, -0.131], [-3.564, -3.241, 0.485], [-3.736, -1.413, -0.815], [-3.215, -0.252, -1.499], [-3.541, 1.006, -0.694], [-5.057, 1.119, -0.485], [-5.339, 2.434, 0.240], [-5.975, 2.357, 1.429], [-4.996, 3.495, -0.232], [-5.575, -0.154, 0.183], [-5.176, -1.371, -0.658], [0.581, 0.506, 0.948], [1.894, 0.869, 1.091], [2.934, 0.012, 0.702], [5.698, 4.613, -1.488], [6.147, 3.484, -2.768], [4.451, 3.686, -2.324], [5.389, 1.574, -1.380], [6.635, 2.500, -0.544], [4.881, 3.706, 0.742], [3.632, 2.776, -0.091], [4.216, 1.915, 2.220], [5.845, 1.568, 1.634], [6.296, -0.453, 0.485], [1.045, -2.587, -0.392], [-1.114, -3.070, 0.412], [-1.169, -2.384, -1.238], [-3.697, -0.196, -2.482], [-2.142, -0.334, -1.645], [-3.040, 0.943, 0.274], [-3.179, 1.893, -1.214], [-5.527, 1.219, -1.471], [-6.275, 1.493, 1.839], [-6.169, 3.216, 1.916], [-5.128, -0.271, 1.173], [-6.662, -0.133, 0.277], [-5.637, -1.313, -1.650], [-5.485, -2.296, -0.170], [-0.215, 1.169, 1.247], [2.128, 1.833, 1.514]]
}

=====

# 8
{
  "formula": "C21H26N2O5S",
  "method": "ωB97M-V with the def2-TZVPD basis set",
  "e_above_lowest_kcal_mol": 33.7,
  "orbital_gap_ev": 8.549,
  "total_energy_ha": -1699.7699,
  "max_force_ev_per_a": 0.858,
  "lumo_energy_ha": 0.01593,
  "symbols": ["C", "C", "N", "C", "O", "C", "O", "C", "O", "C", "C", "C", "C", "N", "C", "C", "C", "C", "C", "C", "C", "C", "C", "C", "C", "S", "O", "O", "C", "H", "H", "H", "H", "H", "H", "H", "H", "H", "H", "H", "H", "H", "H", "H", "H", "H", "H", "H", "H", "H", "H", "H", "H", "H", "H"],
  "positions_angstrom": [[2.628, 2.202, 1.537], [1.535, 1.136, 1.444], [1.171, 0.568, 2.728], [1.558, -0.656, 3.165], [1.355, -1.019, 4.307], [2.260, -1.591, 2.177], [1.523, -1.757, 0.974], [1.065, -3.001, 0.684], [1.307, -3.965, 1.367], [0.267, -3.018, -0.554], [-0.210, -4.267, -0.995], [-0.962, -4.385, -2.139], [-1.238, -3.224, -2.853], [-1.943, -3.037, -4.004], [-1.938, -1.699, -4.321], [-1.230, -1.004, -3.385], [-0.767, -1.953, -2.423], [-0.010, -1.857, -1.263], [-1.034, 0.474, -3.439], [-1.369, 0.977, -4.846], [-2.701, 0.403, -5.327], [-2.601, -1.114, -5.517], [0.492, 1.385, 3.731], [-0.469, 2.429, 3.142], [-0.855, 3.354, 4.274], [0.815, 3.767, 4.872], [1.442, 4.626, 3.902], [0.824, 4.195, 6.241], [1.478, 2.083, 4.677], [2.308, 3.075, 2.101], [3.519, 1.790, 2.005], [2.891, 2.526, 0.533], [1.879, 0.328, 0.803], [0.640, 1.556, 0.977], [2.368, -2.563, 2.671], [3.252, -1.199, 1.926], [0.034, -5.134, -0.402], [-1.326, -5.345, -2.474], [-2.395, -3.760, -4.538], [0.354, -0.903, -0.919], [-0.004, 0.731, -3.179], [-1.688, 0.959, -2.707], [-1.413, 2.067, -4.848], [-0.579, 0.670, -5.535], [-2.995, 0.872, -6.267], [-3.472, 0.622, -4.585], [-3.594, -1.548, -5.661], [-2.011, -1.337, -6.413], [-0.098, 0.675, 4.324], [0.032, 3.040, 2.392], [-1.329, 1.935, 2.689], [-1.371, 4.251, 3.950], [-1.390, 2.864, 5.080], [1.518, 1.617, 5.655], [2.478, 2.157, 4.265]]
}